<A>
Computed, not measured: C49H61IN7SbSeV as an isolated structure, with the ωB97M-V functional and the def2-TZVPD basis.

Spin multiplicity   4
Total charge   0
Molar mass   1126.64 g/mol
HOMO level (spin up / spin down)   -5.91 / -5.91 eV
Gap between HOMO and LUMO (spin up / spin down)   5.395 / 5.396 eV

CARTESIAN COORDINATES (ANGSTROEM)
V (-0.62080, 0.71942, 0.43578)
C (5.05240, 4.46103, -1.09774)
C (4.02023, 3.71820, -0.29322)
C (4.21702, 2.40306, 0.13060)
C (3.23602, 1.72324, 0.82886)
C (1.98378, 2.28940, 1.14448)
N (0.97482, 1.54837, 1.77312)
C (1.33680, 1.06060, 3.01579)
C (2.38476, 1.65989, 3.75829)
C (2.85634, 1.17518, 4.95795)
C (2.31954, 0.02508, 5.52676)
C (2.84572, -0.54879, 6.81492)
C (1.25834, -0.55031, 4.85560)
C (0.72681, -0.03820, 3.66903)
N (-0.45638, -0.69837, 3.21086)
C (-1.32498, -1.36688, 4.00406)
C (-2.21561, -2.02833, 3.19543)
C (-1.83322, -1.68545, 1.89661)
N (-0.77817, -0.87580, 1.91058)
C (1.85830, 3.64251, 0.81702)
C (2.83673, 4.32393, 0.09628)
N (0.78837, 4.42439, 1.35222)
C (0.90236, 5.20651, 2.45144)
C (-0.30590, 5.83565, 2.62149)
C (-1.09641, 5.36089, 1.56125)
N (-0.42638, 4.51192, 0.79465)
H (6.00097, 3.92423, -1.11479)
H (5.23548, 5.45405, -0.68516)
H (4.72484, 4.59366, -2.13111)
H (5.17283, 1.92174, -0.06065)
H (3.45019, 0.73334, 1.21765)
H (2.83772, 2.55873, 3.36223)
H (3.66454, 1.69970, 5.45669)
H (3.93645, -0.55806, 6.83047)
H (2.49975, -1.57210, 6.96119)
H (2.51189, 0.03866, 7.67394)
H (0.82335, -1.45767, 5.25673)
H (-1.24871, -1.31447, 5.07537)
H (-3.03906, -2.65185, 3.49570)
H (-2.27840, -1.95124, 0.95264)
H (2.65491, 5.36742, -0.13713)
H (1.81820, 5.23303, 3.01786)
H (-0.58017, 6.52450, 3.40116)
H (-2.12281, 5.59640, 1.32766)
I (-2.62317, 1.95540, 2.03864)
C (-4.16544, 1.13425, 0.87348)
C (-5.44731, 1.44211, 1.22718)
C (-6.51819, 0.93705, 0.46551)
C (-6.25955, 0.14020, -0.61111)
C (-4.93155, -0.18985, -0.97845)
C (-4.69655, -1.04731, -2.07935)
C (-3.41798, -1.37572, -2.41583)
C (-2.33681, -0.83766, -1.68510)
C (-2.45917, 0.00913, -0.59810)
C (-3.81958, 0.31846, -0.23825)
H (-5.64491, 2.06997, 2.08632)
H (-7.53463, 1.18232, 0.74476)
H (-7.07168, -0.26335, -1.20499)
H (-5.54582, -1.44088, -2.62587)
H (-3.21557, -2.05507, -3.23617)
H (-1.35945, -1.15609, -2.02938)
N (3.61346, -0.90795, -1.37194)
C (2.89388, -1.92390, -0.51772)
C (1.71117, -1.26374, 0.16062)
N (0.82470, -0.54783, -0.77122)
C (1.51400, 0.26353, -1.78333)
C (2.67842, -0.44641, -2.45186)
H (4.44994, -1.32366, -1.77710)
H (3.89305, -0.09102, -0.81491)
H (3.59228, -2.34935, 0.20047)
H (2.52377, -2.68185, -1.21797)
H (2.02198, -0.60072, 0.96739)
H (1.12403, -2.07079, 0.59573)
H (0.31131, -1.28075, -1.26925)
H (1.86938, 1.19348, -1.33555)
H (0.79249, 0.53190, -2.55120)
H (3.21878, 0.22364, -3.11894)
H (2.35840, -1.34082, -2.98923)
C (0.19511, -9.64957, 0.32944)
C (0.20476, -8.22480, -0.15985)
C (-0.77967, -7.32333, 0.21558)
C (-0.79015, -6.00395, -0.23259)
C (-1.88287, -5.08420, 0.23054)
C (0.22430, -5.55908, -1.09392)
Se (0.22056, -3.75833, -1.72949)
C (1.22729, -6.46301, -1.48825)
C (2.33462, -6.04755, -2.41524)
C (1.20026, -7.77044, -1.01493)
H (-0.63296, -9.82204, 1.01722)
H (1.12177, -9.89794, 0.85160)
H (0.09164, -10.35262, -0.50037)
H (-1.57331, -7.65288, 0.88011)
H (-2.63745, -5.63244, 0.79668)
H (-2.35704, -4.58008, -0.61382)
H (-1.47125, -4.29608, 0.86686)
H (1.93044, -5.60358, -3.32619)
H (2.96470, -6.90012, -2.67495)
H (2.96127, -5.27950, -1.95140)
H (1.98135, -8.45674, -1.33127)
C (-0.14159, 4.73834, -3.89768)
C (0.13391, 4.30528, -2.46095)
Sb (-1.13081, 2.73727, -1.64377)
C (-2.92979, 3.81992, -1.20146)
C (-3.20387, 5.03552, -2.07848)
C (-1.91701, 2.01544, -3.53019)
C (-1.01333, 1.12345, -4.37591)
H (0.54286, 5.53330, -4.20653)
H (-1.15608, 5.11781, -4.01958)
H (-0.01958, 3.91169, -4.60031)
H (0.03825, 5.14644, -1.77147)
H (1.16160, 3.94840, -2.36104)
H (-2.87178, 4.10081, -0.15230)
H (-3.73186, 3.08268, -1.28757)
H (-2.41336, 5.78325, -1.98384)
H (-4.14432, 5.51507, -1.79561)
H (-3.28430, 4.76557, -3.13293)
H (-2.21494, 2.89906, -4.09774)
H (-2.83147, 1.47930, -3.26713)
H (-0.02241, 1.56232, -4.53173)
H (-1.44469, 0.95120, -5.36479)
H (-0.88496, 0.14225, -3.91460)

<B>
Computed, not measured: C49H61IN7SbSeV as an isolated structure, with the ωB97M-V functional and the def2-TZVPD basis.

Spin multiplicity   4
Total charge   0
Molar mass   1126.64 g/mol
HOMO level (spin up / spin down)   -6.19 / -6.59 eV
Gap between HOMO and LUMO (spin up / spin down)   6.716 / 7.113 eV

CARTESIAN COORDINATES (ANGSTROEM)
V (0.29862, 0.58025, 1.54662)
C (-0.21158, -5.69810, 2.07417)
C (0.23391, -4.30913, 2.44139)
C (-0.21165, -3.68124, 3.59971)
C (0.14177, -2.37758, 3.90397)
C (0.97311, -1.62912, 3.06290)
N (1.22680, -0.26673, 3.18895)
C (1.56327, 0.31063, 4.36789)
C (1.76856, -0.40451, 5.57262)
C (1.96881, 0.21324, 6.78570)
C (1.98002, 1.60286, 6.90278)
C (2.07206, 2.28635, 8.23950)
C (1.89300, 2.32126, 5.72595)
C (1.75784, 1.71134, 4.48057)
N (1.93656, 2.56537, 3.33796)
C (2.62863, 3.72759, 3.33050)
C (2.63154, 4.21597, 2.04514)
C (1.92061, 3.26511, 1.31170)
N (1.50571, 2.27674, 2.09553)
C (1.42562, -2.28419, 1.90523)
C (1.05941, -3.58175, 1.59457)
N (2.25685, -1.57931, 0.98137)
C (3.43881, -1.98635, 0.47788)
C (3.91715, -0.97991, -0.32615)
C (2.94943, 0.02830, -0.23867)
N (1.95467, -0.33597, 0.55755)
H (-0.75194, -6.16571, 2.89667)
H (0.63668, -6.33709, 1.82278)
H (-0.87629, -5.67681, 1.20754)
H (-0.88322, -4.21307, 4.26433)
H (-0.27588, -1.89801, 4.77968)
H (1.76370, -1.48408, 5.53103)
H (2.10400, -0.40031, 7.66969)
H (2.59327, 1.65776, 8.96216)
H (1.08256, 2.50239, 8.64986)
H (2.61125, 3.23228, 8.17131)
H (1.92899, 3.40252, 5.78282)
H (3.10746, 4.10300, 4.21526)
H (3.10317, 5.11475, 1.69072)
H (1.67976, 3.24058, 0.26025)
H (1.38961, -4.00741, 0.65317)
H (3.83915, -2.95083, 0.73792)
H (4.82318, -0.97811, -0.90484)
H (2.92219, 0.99111, -0.72299)
I (-1.90779, 0.94619, 3.42942)
C (-2.79598, -0.79046, 2.64852)
C (-3.82630, -1.32437, 3.36593)
C (-4.50139, -2.45880, 2.87071)
C (-4.13816, -2.98637, 1.66807)
C (-3.07223, -2.43143, 0.91691)
C (-2.72218, -2.99031, -0.33662)
C (-1.66721, -2.48386, -1.03335)
C (-0.90526, -1.42506, -0.48887)
C (-1.18632, -0.79960, 0.71095)
C (-2.33420, -1.31528, 1.40896)
H (-4.13225, -0.88321, 4.30502)
H (-5.30984, -2.89132, 3.44557)
H (-4.66030, -3.84600, 1.26393)
H (-3.29871, -3.82684, -0.71502)
H (-1.38945, -2.90894, -1.99127)
H (-0.00512, -1.15222, -1.03775)
N (-1.32663, 0.20662, -4.23674)
C (-2.45036, 0.48769, -3.33883)
C (-2.02279, 1.54768, -2.30327)
N (-0.57738, 1.63016, -2.14382)
C (0.04976, 2.03430, -3.40125)
C (-0.64831, 1.43185, -4.64104)
H (-1.64693, -0.30876, -5.04663)
H (0.51655, -0.95577, -3.74351)
H (-2.72772, -0.43812, -2.83167)
H (-3.33274, 0.85181, -3.88483)
H (-2.48361, 1.31914, -1.34071)
H (-2.37357, 2.53996, -2.60658)
H (-0.23657, 0.71756, -1.86145)
H (1.09845, 1.73701, -3.37235)
H (0.02179, 3.12642, -3.47422)
H (0.09118, 1.19038, -5.40662)
H (-1.34470, 2.16442, -5.07613)
C (3.09432, -5.28843, -7.90699)
C (2.81210, -4.31162, -6.79792)
C (3.66774, -3.25106, -6.53738)
C (3.41603, -2.33495, -5.52052)
C (4.37821, -1.19922, -5.29916)
C (2.26905, -2.49893, -4.73918)
Se (1.91084, -1.22555, -3.33505)
C (1.40191, -3.57422, -4.96085)
C (0.16828, -3.79802, -4.13157)
C (1.68682, -4.45544, -5.99785)
H (4.01801, -5.03816, -8.42725)
H (2.28571, -5.29452, -8.63984)
H (3.19001, -6.30411, -7.51950)
H (4.55798, -3.12715, -7.14430)
H (5.22598, -1.28128, -5.97802)
H (4.76080, -1.18648, -4.27731)
H (3.89194, -0.23593, -5.46321)
H (0.33558, -3.53091, -3.08910)
H (-0.14254, -4.84131, -4.18326)
H (-0.66286, -3.18504, -4.49265)
H (1.01273, -5.28762, -6.17386)
C (-1.87703, 4.66187, 3.59243)
C (-1.81050, 5.11266, 2.13872)
Sb (-1.63158, 3.51686, 0.68513)
C (-1.37410, 4.91356, -0.95616)
C (-2.54813, 5.66037, -1.57691)
C (-3.72079, 2.93594, 0.76139)
C (-4.76612, 3.62643, -0.10342)
H (-1.97272, 5.51137, 4.27280)
H (-0.97261, 4.11661, 3.87908)
H (-2.72788, 4.00291, 3.77689)
H (-0.93795, 5.75171, 1.98144)
H (-2.69011, 5.70375, 1.86951)
H (-0.82430, 4.35826, -1.71857)
H (-0.66733, 5.63143, -0.52864)
H (-3.22715, 4.98815, -2.09955)
H (-2.19602, 6.39707, -2.30381)
H (-3.13299, 6.19735, -0.82933)
H (-3.96368, 3.06108, 1.82050)
H (-3.73017, 1.85763, 0.58429)
H (-4.79463, 4.70261, 0.06833)
H (-5.76332, 3.23476, 0.11261)
H (-4.58045, 3.46901, -1.16605)

Relative energy table, unit hartree: <A> 0.0175; <B> 0.0000

<A>
Computed, not measured: ArH26O13 as an isolated structure, with the ωB97M-V functional and the def2-TZVPD basis.

Total charge   0
Molar mass   274.14 g/mol
HOMO level   -9.53 eV
Gap between HOMO and LUMO   8.582 eV

CARTESIAN COORDINATES (ANGSTROEM)
Ar (-0.08942, 0.23286, -0.08364)
O (0.83907, -1.37254, -3.61120)
H (-0.09273, -1.15668, -3.64841)
H (1.06677, -1.60878, -4.51041)
O (-2.26126, -2.74461, 0.66989)
H (-1.35711, -2.55838, 0.92298)
H (-2.77081, -2.03441, 1.06003)
O (1.53960, -2.69637, -1.44550)
H (1.33513, -2.06533, -2.13558)
H (1.05120, -2.38521, -0.68336)
O (0.63544, -2.49589, 1.45967)
H (1.29900, -2.00145, 1.94079)
H (0.80938, -3.41047, 1.68221)
O (1.52198, 2.67794, 3.21639)
H (0.71120, 2.83135, 2.73126)
H (1.90373, 3.54869, 3.32726)
O (0.91256, 3.42521, -0.08882)
H (0.16689, 3.78359, 0.39259)
H (1.65005, 3.98133, 0.16233)
O (-2.25564, 1.26088, 3.29578)
H (-1.43436, 0.94367, 3.67143)
H (-1.98923, 1.93701, 2.67278)
O (1.18332, 2.47439, -2.85813)
H (1.08871, 3.25915, -3.39797)
H (1.06832, 2.78548, -1.96022)
O (3.25294, 1.24906, 0.72820)
H (2.57929, 1.79887, 0.32803)
H (3.62922, 0.75980, -0.00341)
O (-1.85131, -0.68736, -3.61040)
H (-1.39119, 0.11309, -3.86300)
H (-2.67708, -0.65202, -4.09318)
O (2.58236, -0.86030, 2.77032)
H (2.63116, -0.16562, 2.11362)
H (2.68456, -0.40705, 3.60719)
O (-2.83415, -2.76557, -1.87107)
H (-2.42719, -2.02868, -2.32672)
H (-2.57638, -2.65385, -0.95603)
O (-3.49482, -0.45943, 1.57675)
H (-2.96124, 0.16415, 2.06937)
H (-3.67795, -0.01655, 0.74817)

<B>
Computed, not measured: ArH26O13 as an isolated structure, with the ωB97M-V functional and the def2-TZVPD basis.

Total charge   0
Molar mass   274.14 g/mol
HOMO level   -9.95 eV
Gap between HOMO and LUMO   9.729 eV

CARTESIAN COORDINATES (ANGSTROEM)
Ar (0.25763, 0.14440, 0.11544)
O (-2.55288, -3.19235, 0.43999)
H (-3.40514, -2.75960, 0.49101)
H (-2.04720, -2.81198, 1.15820)
O (-0.39710, 2.35603, -2.50392)
H (-0.53718, 3.20639, -2.08739)
H (-1.22586, 1.89175, -2.38629)
O (1.25238, -2.83262, -1.00339)
H (1.92820, -2.15504, -1.02277)
H (0.43919, -2.36609, -1.19655)
O (3.67096, 1.39831, -1.12485)
H (2.89449, 1.73193, -0.67537)
H (4.37090, 2.00128, -0.87437)
O (-2.94124, 0.75883, 1.25124)
H (-3.54876, 0.02186, 1.31475)
H (-2.70556, 0.79637, 0.32427)
O (2.09269, 3.59411, 0.26827)
H (1.15168, 3.42972, 0.20742)
H (2.28387, 4.17094, -0.47129)
O (1.50548, 0.62613, 3.79703)
H (1.07026, -0.14671, 4.15693)
H (2.15020, 0.27443, 3.18313)
O (3.72970, -1.47697, -1.00650)
H (3.65018, -0.52768, -1.10008)
H (4.38859, -1.59633, -0.32249)
O (-2.48735, 0.61209, -1.48086)
H (-1.99131, -0.20177, -1.39244)
H (-3.32145, 0.34406, -1.86646)
O (-1.56335, -1.97337, 2.94927)
H (-2.20378, -1.35012, 3.29227)
H (-1.83865, -2.81929, 3.30263)
O (1.19047, 0.17035, -3.27227)
H (2.01104, 0.60250, -3.50918)
H (0.62095, 0.88134, -2.97835)
O (-1.34833, -1.82323, -1.70357)
H (-1.50266, -2.41946, -2.43632)
H (-1.60112, -2.32496, -0.92858)
O (-1.29931, 1.50617, 3.28763)
H (-0.39760, 1.18798, 3.24394)
H (-1.74303, 1.07057, 2.55989)

Relative energy table, unit hartree: <A> 0.0200; <B> 0.0000

<A>
Computed, not measured: one molecule with the formula C2H5OP, with the ωB97M-V functional and the def2-TZVPD basis.

Total charge   0
Molar mass   76.03 g/mol
HOMO level   -8.54 eV
Gap between HOMO and LUMO   9.121 eV

CARTESIAN COORDINATES (ANGSTROEM)
C (0.41366, -0.68507, -0.25582)
C (0.20243, 0.69167, -0.95886)
O (-1.11023, 1.00717, -0.94823)
P (0.23727, -0.85438, 1.58987)
H (0.20236, -1.48428, -0.95507)
H (1.42493, -0.48668, -0.10586)
H (0.94281, 0.26576, 1.55902)
H (-1.21845, 1.93709, -1.46618)
H (-1.09477, -0.39128, 1.54114)

<B>
Computed, not measured: a 2-piece molecular cluster, C2H5OP overall, with the ωB97M-V functional and the def2-TZVPD basis.

Total charge   0
Molar mass   76.03 g/mol
HOMO level   -10.28 eV
SMILES string   C#P.CO
Gap between HOMO and LUMO   10.927 eV

CARTESIAN COORDINATES (ANGSTROEM)
C (-2.78486, 0.51875, 0.72168)
C (1.32068, -0.06981, -0.05345)
O (1.71241, -0.12552, -1.37378)
P (-3.80250, -0.56625, 0.37337)
H (0.71741, -0.87509, 0.33788)
H (2.15726, 0.00266, 0.64449)
H (0.72687, 0.84735, 0.04840)
H (2.00452, -1.02640, -1.59577)
H (-2.05179, 1.29433, 0.89719)

Relative energy table, unit hartree: <A> 0.0679; <B> 0.0000

<A>
Computed, not measured: one molecule with the formula ClH2O2PS, with the ωB97M-V functional and the def2-TZVPD basis.

Total charge   0
Molar mass   132.51 g/mol
HOMO level   -9.78 eV
SMILES string   OP(O)(=S)Cl
Gap between HOMO and LUMO   9.923 eV

CARTESIAN COORDINATES (ANGSTROEM)
O (0.93176, -0.14315, 0.88336)
O (0.25830, 0.08033, -1.47867)
P (-0.38233, -0.13100, -0.03636)
S (-1.66923, -1.55903, 0.24877)
Cl (-1.08107, 1.90159, 0.13376)
H (0.77051, 0.08697, 1.73779)
H (1.17204, -0.23571, -1.48865)

<B>
Computed, not measured: one molecule with the formula ClH2O2PS, with the ωB97M-V functional and the def2-TZVPD basis.

Total charge   0
Molar mass   132.51 g/mol
HOMO level   -10.04 eV
SMILES string   OP(O)(=S)Cl
Gap between HOMO and LUMO   10.204 eV

CARTESIAN COORDINATES (ANGSTROEM)
O (1.09988, 0.09350, 0.98718)
O (0.52564, 0.17460, -1.41370)
P (-0.16580, 0.10148, 0.01382)
S (-1.43419, -1.36312, 0.29686)
Cl (-0.90854, 2.11223, 0.21835)
H (0.81632, -0.49482, 1.66191)
H (0.06669, -0.62386, -1.76441)

Relative energy table, unit hartree: <A> 0.0038; <B> 0.0000

<A>
Computed, not measured: one molecule with the formula C5H6ClN, with the ωB97M-V functional and the def2-TZVPD basis.

Total charge   0
Molar mass   115.56 g/mol
HOMO level   -9.56 eV
SMILES string   Cl[C@@H]1C=C[C@H]2N[C@@H]12
Gap between HOMO and LUMO   10.559 eV

CARTESIAN COORDINATES (ANGSTROEM)
C (-0.53800, -0.10002, 0.58748)
C (0.11246, 1.33544, 0.44043)
C (1.21244, 1.29951, -0.32342)
C (1.60593, -0.08491, -0.60286)
C (0.53111, -0.98066, -0.12412)
H (-0.75007, -0.39882, 1.59675)
H (-0.28400, 2.21277, 0.96451)
H (1.73651, 2.18286, -0.66551)
H (2.20675, -0.23759, -1.53452)
H (2.39056, -1.72109, 0.35117)
H (0.19158, -1.85732, -0.70811)
N (1.85081, -0.87302, 0.56679)
Cl (-2.11710, -0.16976, -0.22570)

<B>
Computed, not measured: C5H6ClN as an isolated structure, with the ωB97M-V functional and the def2-TZVPD basis.

Total charge   0
Molar mass   115.56 g/mol
HOMO level   -9.36 eV
Gap between HOMO and LUMO   10.290 eV

CARTESIAN COORDINATES (ANGSTROEM)
C (0.90046, -0.69749, -0.12213)
C (-0.33598, -0.20745, -0.98678)
C (-0.04473, -0.26616, 0.97040)
C (-0.21573, 1.23766, 0.69964)
C (-0.39214, 1.22344, -0.62720)
H (1.05122, -1.74995, -0.16149)
H (-0.48060, -0.54471, -2.02777)
H (-1.06368, -1.82317, 0.12886)
H (-0.03114, -0.67452, 1.97022)
H (-0.17570, 2.13983, 1.31672)
H (-0.53957, 2.05876, -1.25855)
N (-1.13986, -0.79787, 0.13785)
Cl (2.46745, 0.10161, -0.03977)

Relative energy table, unit hartree: <A> 0.0000; <B> 0.0328